(1)
The following is a quantum chemistry calculation of a 2-piece molecular cluster, C5H10NO overall, from the Open Molecules 2025 dataset.

The total charge is +1. The value obtained for the HOMO-LUMO gap is 9.13 eV. Its molar mass is 100.1 g mol⁻¹.

Bonds (Å) are listed after each position.
Positions of all 17 atoms, in Å:
1 O 0.165 -1.347 -0.163  C7 1.310, H8 1.039
2 N -1.895 0.318 0.236  C3 1.209, C4 1.227
3 C -0.991 1.114 0.137  N2 1.209, H12 1.103
4 C -2.711 -0.598 0.199  N2 1.227, H10 1.110, H17 1.078
5 C 1.343 0.440 -1.301  C7 1.466, H11 1.079, H13 1.100, H16 1.078
6 C 1.362 0.037 1.282  C7 1.517, H9 1.071, H14 1.141, H15 1.199
7 C 0.788 -0.195 -0.102  O1 1.310, C5 1.466, C6 1.517
8 H -0.430 -1.458 -1.008  O1 1.039
9 H 1.224 0.951 1.823  C6 1.071
10 H -2.740 -1.230 1.111  C4 1.110
11 H 0.503 0.579 -1.964  C5 1.079
12 H -0.947 2.204 -0.032  C3 1.103
13 H 2.025 -0.289 -1.765  C5 1.100
14 H 2.501 -0.006 1.222  C6 1.141
15 H 1.046 -0.828 2.050  C6 1.199
16 H 1.892 1.327 -1.028  C5 1.078
17 H -3.136 -1.018 -0.698  C4 1.078



(2)
The following is a quantum chemistry calculation of an isolated ion of composition C5H10NO and charge +1, from the Open Molecules 2025 dataset.

Its structure (SMILES) is C=[N+](/C=C/C)CO. The total charge is +1. The value obtained for the HOMO-LUMO gap is 8.82 eV. Its molar mass is 100.1 g mol⁻¹.

Bonds (Å) are listed after each position.
Positions of all 17 atoms, in Å:
1 O 1.268 -1.644 -0.652  C5 1.410, H8 0.958
2 N -0.336 -0.573 0.973  C5 1.601, C6 1.296, C7 1.368
3 C 0.216 1.090 -0.630  C4 1.436, C7 1.342, H11 1.071
4 C -0.070 2.062 -1.648  C3 1.436, H10 1.067, H14 1.184, H16 1.054
5 C 1.086 -1.253 0.690  O1 1.410, N2 1.601, H9 1.021, H17 1.059
6 C -1.165 -1.103 1.815  N2 1.296, H13 1.042, H15 1.119
7 C -0.687 0.431 0.113  N2 1.368, C3 1.342, H12 1.146
8 H 0.915 -2.517 -0.828  O1 0.958
9 H 1.723 -0.457 0.745  C5 1.021
10 H 0.706 2.779 -1.797  C4 1.067
11 H 1.237 0.779 -0.549  C3 1.071
12 H -1.747 0.844 -0.024  C7 1.146
13 H -1.066 -1.948 2.417  C6 1.042
14 H -0.151 1.489 -2.682  C4 1.184
15 H -2.234 -0.778 1.745  C6 1.119
16 H -0.843 2.656 -1.246  C4 1.054
17 H 1.147 -1.856 1.559  C5 1.059



(3)
The following is a quantum chemistry calculation of an isolated ion of composition C5H10NO and charge +1, from the Open Molecules 2025 dataset.

Its structure (SMILES) is [NH3+][C@H]1C=C[C@@H](O)C1. The total charge is +1. The value obtained for the HOMO-LUMO gap is 11.31 eV. Its molar mass is 100.1 g mol⁻¹.

Bonds (Å) are listed after each position.
Positions of all 17 atoms, in Å:
1 O 1.307 1.071 -0.673  C6 1.498, H17 0.909
2 N -1.303 1.001 -0.462  C7 1.479, H8 1.017, H10 1.119, H14 1.048
3 C -0.400 -1.316 -0.495  C5 1.311, C7 1.516, H16 1.090
4 C 0.233 0.224 1.305  C6 1.442, C7 1.700, H9 1.171, H12 1.132
5 C 0.908 -1.336 -0.399  C3 1.311, C6 1.580, H15 1.097
6 C 1.301 -0.010 0.365  O1 1.498, C4 1.442, C5 1.580, H11 1.068
7 C -1.076 -0.233 0.322  N2 1.479, C3 1.516, C4 1.700, H13 0.996
8 H -1.389 1.835 0.114  N2 1.017
9 H 0.400 -0.591 2.129  C4 1.171
10 H -0.379 1.198 -1.062  N2 1.119
11 H 2.283 -0.157 0.757  C6 1.068
12 H 0.033 1.256 1.725  C4 1.132
13 H -1.925 -0.409 0.812  C7 0.996
14 H -2.193 0.946 -1.013  N2 1.048
15 H 1.534 -2.099 -0.879  C5 1.097
16 H -0.947 -2.004 -1.140  C3 1.090
17 H 1.613 0.626 -1.404  O1 0.909



(4)
The following is a quantum chemistry calculation of an isolated ion of composition C5H10NO2 and charge -1, from the Open Molecules 2025 dataset.

Its structure (SMILES) is O=CCCCNC[O-]. The total charge is -1. The value obtained for the HOMO-LUMO gap is 6.14 eV. Its molar mass is 116.1 g mol⁻¹.

Bonds (Å) are listed after each position.
Positions of all 18 atoms, in Å:
1 O 2.583 0.046 -2.192  C8 1.319
2 O -1.707 1.468 3.352  C4 1.223
3 N 0.293 -0.449 -1.443  C5 1.495, C8 1.627, H12 1.029
4 C -1.024 1.138 2.393  O2 1.223, C7 1.543, H11 1.049
5 C 0.632 -0.174 -0.014  N3 1.495, C6 1.608, H15 1.112, H17 1.201
6 C -0.716 -0.549 0.777  C5 1.608, C7 1.545, H13 1.139, H18 1.119
7 C -1.462 0.793 0.955  C4 1.543, C6 1.545, H14 1.095, H16 1.077
8 C 1.557 -0.752 -2.421  O1 1.319, N3 1.627, H9 1.125, H10 1.113
9 H 1.915 -1.789 -2.173  C8 1.125
10 H 1.077 -0.667 -3.422  C8 1.113
11 H -0.035 0.845 2.584  C4 1.049
12 H -0.121 0.418 -1.813  N3 1.029
13 H -0.556 -1.156 1.727  C6 1.139
14 H -1.249 1.614 0.263  C7 1.095
15 H 1.047 0.832 0.214  C5 1.112
16 H -2.506 0.551 0.849  C7 1.077
17 H 1.486 -0.945 0.330  C5 1.201
18 H -1.213 -1.224 0.035  C6 1.119



no.,calculated total energy (eV)
1,-8874.308
2,-8875.284
3,-8876.404
4,-10930.364